1.
64
Properties=species:S:1:pos:R:3:forces:R:3 method="wB97M-V/def2-TZVPD" e_tot_ha=-3944.1162 orbital_gap_ev="6.91 / 6.87" lumo_energy_ev="-0.3 / -0.4" spin_multiplicity=4
Cr 0.163449 0.258150 0.169501 -0.01 0.21 -0.18
Cl -1.863106 3.880825 5.569032 -0.01 -0.03 -0.05
C -1.744261 3.236380 3.962667 -0.01 0.01 0.02
C -0.871181 2.178274 3.737141 0.04 -0.04 0.10
C -0.744154 1.652305 2.463644 0.20 -0.23 -0.05
N 0.106031 0.584813 2.090082 -0.13 0.26 0.30
C 0.921350 -0.094636 2.903673 -0.03 -0.04 -0.11
O 1.067132 -0.018140 4.116129 0.04 -0.01 0.10
C 1.693122 -1.157682 2.128297 -0.16 0.16 -0.02
C 2.545117 -2.021369 2.789274 0.05 -0.04 0.12
C 3.149686 -3.042088 2.078675 0.02 -0.02 -0.01
C 2.880639 -3.165870 0.722523 0.04 -0.04 0.01
C 2.040923 -2.244148 0.130038 0.02 0.09 -0.06
N 1.464696 -1.251565 0.808964 0.15 -0.39 0.20
C -1.496581 2.191869 1.399294 0.00 -0.11 -0.27
C -2.375894 3.233647 1.638991 -0.07 0.05 -0.06
C -2.495132 3.756168 2.921240 -0.01 0.01 0.03
Cl -3.601433 5.067118 3.177841 0.04 -0.04 0.00
N -1.242923 1.601899 0.145555 -0.23 0.17 0.31
C -1.924915 1.827771 -0.982369 0.11 -0.01 -0.02
O -2.903998 2.533065 -1.183488 -0.03 0.05 -0.02
C -1.319353 1.041219 -2.136585 0.05 0.01 0.23
C -1.875884 1.112976 -3.397496 -0.10 0.06 -0.14
C -1.314724 0.372745 -4.421480 0.04 -0.04 -0.02
C -0.209968 -0.422577 -4.148783 -0.04 0.01 -0.04
C 0.290236 -0.435574 -2.862829 0.01 0.01 0.04
N -0.245976 0.277939 -1.871709 -0.19 -0.09 -0.35
H -0.290758 1.769490 4.549718 -0.01 0.03 -0.01
H 2.698698 -1.863368 3.848067 -0.02 -0.03 -0.01
H 3.817225 -3.737409 2.571224 0.00 0.02 0.00
H 3.318425 -3.953501 0.125439 0.02 0.01 0.01
H 1.826215 -2.295875 -0.930226 -0.02 0.02 -0.01
H -2.967149 3.637160 0.831883 0.02 0.00 0.01
H -2.739872 1.748653 -3.535037 0.03 0.00 0.02
H -1.729064 0.413383 -5.420789 0.01 -0.01 0.02
H 0.265839 -1.018220 -4.915154 0.00 0.02 -0.01
H 1.163385 -1.026084 -2.618595 -0.01 -0.01 0.02
C -1.719166 -4.529423 1.731357 -0.02 0.05 0.01
N -1.660204 -3.087822 1.541960 0.04 -0.01 0.04
C -1.622550 -2.289151 2.765737 -0.01 -0.04 -0.03
C -1.522258 -2.508058 0.343591 0.01 -0.05 0.14
C -1.596506 -3.369321 -0.892290 0.04 0.03 -0.02
O -1.355491 -1.285191 0.229794 0.11 0.15 -0.09
H -2.342268 -4.742641 2.598186 -0.02 0.00 -0.01
H -0.723891 -4.941802 1.916250 0.01 0.02 0.01
H -2.152113 -5.029068 0.871086 -0.01 0.00 -0.01
H -2.525926 -2.477771 3.346181 0.00 -0.03 0.00
H -1.570195 -1.236501 2.515343 0.00 0.02 -0.02
H -0.753900 -2.557920 3.369804 0.01 0.00 -0.01
H -0.775354 -4.088673 -0.918431 -0.03 0.00 0.01
H -1.530582 -2.714653 -1.756986 0.01 0.00 0.00
H -2.534588 -3.921747 -0.937046 0.00 -0.01 -0.01
S 1.918543 1.817763 0.143309 0.08 -0.15 -0.15
C 2.185840 2.374410 -1.519623 -0.07 0.03 -0.05
C 2.683087 1.539498 -2.522058 0.11 0.05 0.04
C 2.893887 2.012964 -3.810186 0.00 -0.04 0.06
C 2.630411 3.339853 -4.119238 -0.02 0.03 0.03
C 2.157564 4.187599 -3.126090 -0.01 -0.02 0.07
C 1.934164 3.710762 -1.839993 -0.05 -0.06 -0.08
H 2.933397 0.514594 -2.270990 0.00 0.03 -0.01
H 3.277288 1.345606 -4.573385 0.01 0.00 0.01
H 2.803961 3.712781 -5.120835 -0.01 0.00 0.01
H 1.956779 5.228161 -3.352103 0.00 -0.03 0.01
H 1.554229 4.368009 -1.067698 0.00 0.00 -0.02


2.
16
Properties=species:S:1:pos:R:3:forces:R:3 method="wB97M-V/def2-TZVPD" smiles="C=C/C(C)=C/C" e_tot_ha=-234.5695 orbital_gap_ev=9.73 de_lowest_kcal_mol=20.72 lumo_energy_ev=1.1
C -1.136665 -2.013268 1.124637 0.00 -0.21 -0.19
C -1.343310 -0.789650 0.637593 -0.08 -0.41 0.64
C -0.327938 0.114255 0.056044 -0.50 -0.30 0.26
C -0.447775 1.566660 0.414132 -0.22 0.10 0.30
C 0.647579 -0.356721 -0.707086 0.74 -0.16 -0.21
C 1.752573 0.480348 -1.284969 -0.09 -0.04 -0.22
H -0.202991 -2.562605 1.090662 0.21 0.33 -0.08
H -1.944040 -2.570363 1.580357 -0.16 0.09 -0.03
H -2.350701 -0.416424 0.823164 0.16 0.34 -0.29
H -1.005996 2.129169 -0.333393 0.13 0.07 -0.25
H 0.539195 2.011566 0.545421 -0.13 0.13 -0.06
H -1.015622 1.701561 1.339990 0.20 -0.11 0.00
H 0.707303 -1.418488 -0.928192 -0.27 0.04 0.02
H 1.377008 1.089351 -2.106593 -0.01 0.14 -0.10
H 2.560345 -0.122627 -1.691825 -0.01 -0.15 0.02
H 2.191035 1.157236 -0.559942 0.04 0.15 0.19


3.
95
Properties=species:S:1:pos:R:3:forces:R:3 method="wB97M-V/def2-TZVPD" e_tot_ha=-4270.3885 orbital_gap_ev=6.01 de_lowest_kcal_mol=0.00 lumo_energy_ev=0.2
Ca -0.074463 0.402562 -0.114721 -0.39 -0.88 -0.02
C 3.007854 1.518959 0.940866 -0.14 0.05 -0.05
C 3.248692 0.214071 0.196945 -0.11 -0.05 -0.07
N 2.297423 0.009212 -0.906584 0.34 0.28 -0.14
C 2.539749 0.833970 -2.096144 -0.07 0.01 0.11
C 1.873434 2.199323 -2.022824 -0.11 -0.17 0.16
C 2.426466 3.313190 -2.633235 0.04 0.00 -0.02
C 1.772310 4.527899 -2.505803 0.02 0.05 -0.02
C 0.616848 4.604813 -1.747114 -0.03 0.03 0.03
C 0.123246 3.448921 -1.158792 0.01 -0.12 0.02
C -1.116306 3.448706 -0.284168 0.10 -0.09 0.00
N -0.995379 2.529405 0.844211 0.07 0.49 -0.05
C -0.281120 3.024072 2.020515 -0.06 -0.14 -0.07
C 1.228705 2.949644 1.834427 0.00 -0.09 -0.14
N 1.630759 1.603233 1.422547 0.17 -0.05 0.11
N 0.729490 2.266411 -1.334451 0.25 0.67 -0.35
H 3.167404 2.365518 0.266278 0.01 0.00 0.00
H 3.753205 1.616198 1.739648 0.01 -0.02 0.03
H 3.113294 -0.623247 0.886075 0.00 -0.01 0.00
H 4.288229 0.183222 -0.152800 0.04 0.02 -0.01
H 2.296201 -0.974116 -1.158052 -0.05 0.00 0.02
H 2.123633 0.308140 -2.956911 -0.02 0.01 -0.03
H 3.610381 0.972215 -2.288063 0.03 0.01 -0.01
H 3.355828 3.230153 -3.181996 -0.02 0.01 0.01
H 2.179939 5.416696 -2.971060 -0.01 -0.01 0.01
H 0.110865 5.548293 -1.591085 0.00 0.00 -0.01
H -1.953580 3.083273 -0.886587 -0.02 0.01 -0.01
H -1.344773 4.477123 0.020222 0.03 0.04 0.02
H -1.916116 2.182244 1.094111 0.04 -0.10 -0.03
H -0.568014 2.374933 2.849719 -0.01 0.00 0.01
H -0.562083 4.053384 2.277975 0.00 0.03 0.01
H 1.729115 3.273825 2.754601 0.00 0.02 0.04
H 1.546534 3.639333 1.046812 -0.01 0.00 0.00
H 1.471077 0.953182 2.190480 0.03 0.03 0.02
C -5.043484 -0.081159 1.002231 0.04 0.02 -0.03
C -3.522622 -0.100166 0.955972 0.07 0.04 0.05
S -2.850552 0.423447 -0.618527 -0.14 -0.23 0.14
C -2.805107 -0.484849 2.032492 0.00 0.05 -0.07
C -3.482498 -0.896867 3.320901 0.06 -0.01 -0.01
S -1.035161 -0.656228 2.118899 -0.23 -0.11 0.39
H -5.443662 0.159624 0.020045 0.02 0.00 0.00
H -5.422334 0.665557 1.705992 0.01 0.01 0.00
H -5.452807 -1.048430 1.303421 0.01 -0.01 0.00
H -4.547461 -0.673541 3.338436 -0.01 0.01 -0.01
H -3.010594 -0.391931 4.166648 0.00 0.00 -0.01
H -3.356641 -1.971787 3.491096 0.01 0.03 -0.03
C 2.903548 -1.895940 3.647277 0.05 0.15 0.05
Si 1.851566 -3.386935 3.214742 -0.08 0.12 -0.18
C 0.335337 -3.404622 4.298415 -0.20 -0.03 0.04
C 2.867486 -4.917033 3.543772 0.11 -0.14 0.05
Sb 1.217768 -3.110813 0.751951 0.17 -0.12 0.10
Si 3.139745 -4.405009 -0.343007 -0.16 0.17 -0.10
C 2.651241 -4.594477 -2.153634 0.03 -0.03 -0.09
C 3.708042 -6.086419 0.243984 0.02 -0.12 0.11
C 4.629727 -3.253504 -0.262986 0.07 0.04 -0.03
Si -0.638392 -4.848981 0.588403 0.02 0.21 -0.04
C -0.977686 -5.064337 -1.235453 0.01 -0.05 -0.16
C -2.135346 -4.155325 1.449241 -0.12 0.09 -0.02
C -0.182806 -6.497379 1.334386 0.02 -0.14 0.11
H 3.243214 -1.967103 4.685328 0.02 0.03 -0.03
H 2.318356 -0.976357 3.549379 0.00 -0.04 0.01
H 3.785631 -1.813661 3.006212 -0.01 -0.01 0.02
H 0.566743 -2.919627 5.251259 -0.03 -0.04 0.01
H 0.012738 -4.428084 4.507937 -0.01 0.02 -0.02
H -0.488521 -2.856474 3.833649 0.08 0.03 0.07
H 3.056918 -4.999204 4.619127 0.01 -0.03 -0.03
H 3.830634 -4.866582 3.034845 0.04 -0.01 0.02
H 2.359759 -5.826015 3.214086 0.01 0.02 0.01
H 2.222636 -5.582006 -2.345795 0.01 0.03 0.02
H 3.527662 -4.483326 -2.800631 -0.04 -0.03 0.00
H 1.904483 -3.856821 -2.453375 0.03 0.00 -0.02
H 2.887285 -6.791881 0.378042 0.01 0.01 -0.03
H 4.256412 -6.030691 1.183905 0.01 -0.03 0.00
H 4.380660 -6.490839 -0.519299 0.00 -0.03 0.03
H 4.481936 -2.386339 -0.914833 0.01 -0.01 0.03
H 5.529890 -3.776243 -0.601827 -0.01 0.05 -0.01
H 4.817438 -2.881410 0.747725 -0.01 -0.04 -0.01
H -1.084663 -4.094511 -1.726352 -0.02 -0.05 0.01
H -1.902967 -5.629552 -1.384543 0.03 0.01 -0.02
H -0.165117 -5.601899 -1.731393 -0.04 0.02 0.00
H -2.261777 -3.094268 1.210270 -0.03 -0.07 0.03
H -2.039373 -4.240261 2.534250 -0.02 0.03 -0.03
H -3.032745 -4.698542 1.135938 0.01 0.00 0.04
H 0.738549 -6.902756 0.914566 -0.02 -0.01 0.00
H -0.988492 -7.213476 1.142018 0.03 0.00 0.03
H -0.057713 -6.414649 2.417061 0.01 -0.02 -0.03
I -0.218561 -3.202253 -6.129795 0.02 -0.05 -0.11
C -0.593797 -2.353357 -4.300141 0.05 -0.05 0.12
C -1.806193 -2.232542 -3.657426 0.01 -0.02 0.11
N -1.556548 -1.656179 -2.473191 0.22 0.06 -0.29
N -0.255558 -1.364676 -2.307695 -0.23 0.16 -0.04
C 0.339279 -1.800402 -3.413341 0.07 -0.08 0.11
H -2.799796 -2.528034 -3.948644 0.00 0.04 -0.01
H -2.220244 -1.237535 -1.798333 -0.15 0.09 0.18
H 1.411197 -1.747886 -3.531188 -0.03 0.06 -0.03


4.
49
Properties=species:S:1:pos:R:3:forces:R:3 method="wB97M-V/def2-TZVPD" smiles=C#CB(Cl)Cc1ccccc1.CCOCC.CCOCC e_tot_ha=-1300.0226 orbital_gap_ev=9.09 lumo_energy_ev=0.1
C 4.408835 -0.439742 0.714596 -0.09 -0.40 0.69
C 4.272182 0.757021 0.829930 -0.47 0.56 -1.00
B 3.660741 2.164038 0.578289 0.05 -0.25 0.80
Cl 4.328575 3.249921 -0.680241 -0.28 -0.55 0.54
C 2.390326 2.591359 1.465466 -0.32 -0.31 -0.50
C 1.189139 1.708294 0.969504 0.51 0.48 0.25
C 0.864338 1.858291 -0.396183 -0.57 -0.74 0.22
C -0.175728 1.093174 -0.962949 0.78 0.47 0.97
C -0.866340 0.204698 -0.126083 -0.43 -0.27 -0.40
C -0.567996 0.039182 1.239653 0.80 0.72 -0.46
C 0.486058 0.804248 1.808212 -0.27 -0.01 -1.13
H 4.434889 -1.519414 0.809618 0.14 0.63 -0.21
H 2.143683 3.659752 1.316503 0.07 -0.49 0.07
H 2.582547 2.435327 2.542716 -0.06 -0.08 -0.47
H 1.443335 2.546280 -1.028140 -0.30 -0.26 0.37
H -0.392048 1.231994 -2.027190 -0.17 -0.32 0.47
H -1.672969 -0.386809 -0.585396 0.37 0.24 0.39
H -1.140529 -0.697153 1.814878 0.32 0.42 -0.10
H 0.768087 0.687011 2.861433 -0.12 0.09 -0.49
C -3.693788 4.033909 -1.165981 -0.15 -0.03 0.00
C -2.872542 3.514087 -2.332869 -0.04 0.13 0.05
O -3.434340 2.373348 -2.959918 0.17 -0.25 -0.02
C -4.725278 2.534633 -3.520620 -0.08 0.12 -0.03
C -4.793593 3.599048 -4.602539 0.09 0.10 0.00
H -3.834874 3.249910 -0.419359 0.06 0.02 -0.01
H -3.189586 4.879152 -0.694839 0.02 -0.03 -0.01
H -4.683894 4.369016 -1.479949 0.04 0.08 -0.01
H -1.891613 3.209349 -1.965783 -0.05 -0.14 -0.08
H -2.695378 4.304183 -3.071021 -0.06 0.05 0.02
H -5.459386 2.732744 -2.731801 -0.01 0.07 -0.02
H -4.991785 1.570326 -3.955480 0.15 -0.05 0.09
H -4.552946 4.590684 -4.216563 -0.08 0.00 0.01
H -5.797649 3.642342 -5.028235 0.02 -0.03 0.01
H -4.084516 3.376488 -5.402200 -0.04 -0.03 0.01
C 3.453776 -6.219235 2.597576 -0.02 -0.01 -0.15
C 2.863650 -4.987091 3.261941 -0.03 -0.14 -0.02
O 2.761918 -3.868052 2.398754 0.22 0.32 -0.03
C 1.949832 -4.026168 1.245460 0.17 -0.09 -0.05
C 0.511097 -4.327761 1.572102 -0.36 -0.09 0.14
H 4.440527 -5.996447 2.186933 -0.01 0.00 0.05
H 3.551186 -7.029799 3.321540 0.01 0.04 0.00
H 2.831262 -6.578701 1.776615 -0.04 -0.04 0.06
H 3.514291 -4.680336 4.082251 -0.02 0.16 -0.08
H 1.888638 -5.211992 3.707673 -0.02 -0.07 -0.04
H 2.382572 -4.778287 0.576318 -0.07 -0.07 0.02
H 1.982475 -3.076661 0.707936 0.19 0.05 0.13
H 0.378336 -5.271846 2.102737 0.06 -0.03 -0.06
H -0.081681 -4.382005 0.657156 0.00 0.06 0.02
H 0.116163 -3.532310 2.207549 -0.08 -0.02 -0.06